1.
Entry from the Open Molecules 2025 dataset: a structure of composition C38H38F5N2O5SSeSn (ωB97M-V with the def2-TZVPD basis set).

XYZ file:
```
91
Properties=species:S:1:pos:R:3:forces:R:3:mulliken_charge:R:1
Sn 0.260 -1.036 0.865 0.044 0.043 -0.096 1.41
C -1.570 -2.607 3.534 0.007 0.006 0.027 -1.84
C -0.959 -1.230 3.643 -0.057 -0.031 0.034 0.85
C -1.708 -0.060 3.465 0.010 -0.017 -0.051 1.01
C -3.196 -0.098 3.201 0.000 0.006 -0.006 -2.65
C -1.078 1.195 3.568 -0.004 -0.009 -0.023 1.27
C -1.910 2.431 3.323 -0.012 0.004 0.018 -2.27
C 0.270 1.276 3.913 0.009 -0.003 0.046 1.17
C 0.984 2.598 4.040 -0.001 0.009 -0.021 -2.64
C 1.009 0.103 4.148 0.003 0.008 -0.019 1.50
C 2.451 0.217 4.583 0.008 -0.001 0.012 -2.38
C 0.410 -1.145 3.978 -0.015 -0.010 0.004 1.08
C 1.186 -2.426 4.153 0.007 0.005 0.013 -2.02
H -1.541 -3.118 4.499 0.006 -0.011 -0.009 0.55
H -1.014 -3.239 2.837 0.008 0.001 -0.014 0.25
H -2.602 -2.591 3.200 -0.001 0.001 0.010 0.16
H -3.427 0.102 2.150 -0.006 0.004 0.008 0.26
H -3.710 0.659 3.791 0.007 0.005 0.011 0.57
H -3.646 -1.052 3.457 0.003 0.004 -0.007 0.56
H -2.405 2.760 4.241 0.009 0.006 0.002 0.33
H -2.689 2.243 2.589 -0.004 -0.003 0.016 0.46
H -1.321 3.266 2.957 0.013 -0.004 -0.017 0.42
H 1.202 2.831 5.085 -0.002 -0.009 0.001 0.44
H 0.411 3.429 3.644 -0.015 0.007 0.005 0.36
H 1.937 2.573 3.509 -0.001 0.001 0.000 0.50
H 3.133 0.237 3.727 -0.005 0.000 -0.002 0.31
H 2.749 -0.610 5.222 -0.001 0.003 0.000 0.59
H 2.622 1.129 5.148 0.002 -0.005 -0.002 0.43
H 0.860 -2.968 5.044 0.001 -0.002 -0.001 0.35
H 2.255 -2.259 4.236 -0.008 -0.001 0.001 0.48
H 1.033 -3.100 3.308 -0.005 -0.005 -0.006 0.25
C -2.234 3.301 -0.083 0.021 -0.006 -0.024 -0.04
C -2.616 3.263 -1.553 -0.001 0.011 0.002 -1.35
N -1.550 2.645 -2.359 -0.030 -0.083 0.044 0.62
C -0.568 3.557 -2.963 -0.007 -0.002 -0.020 -0.58
C -1.012 4.051 -4.330 -0.013 -0.003 0.004 -1.34
C -1.521 1.339 -2.499 -0.013 0.146 0.034 0.69
S -0.296 0.691 -3.596 0.020 -0.011 -0.082 -0.13
N -2.503 0.577 -2.019 0.051 -0.121 0.017 -0.20
C -2.379 -0.226 -1.001 0.120 0.022 -0.057 -0.74
O -1.330 -0.216 -0.265 -0.174 0.073 0.170 -0.16
C -3.507 -1.143 -0.703 0.002 0.016 0.018 0.63
C -4.687 -1.060 -1.439 -0.014 -0.004 0.015 -0.37
C -5.720 -1.949 -1.194 -0.006 0.026 0.001 -0.92
C -5.578 -2.929 -0.219 -0.002 -0.009 0.006 -0.70
C -4.405 -3.012 0.519 0.002 -0.010 0.005 -1.08
C -3.375 -2.118 0.281 0.001 0.013 -0.028 0.55
H -3.032 3.760 0.500 -0.003 -0.001 -0.006 0.55
H -1.322 3.883 0.067 -0.012 0.004 0.003 0.19
H -2.054 2.295 0.295 0.001 0.005 -0.001 -0.31
H -2.767 4.265 -1.951 -0.002 0.004 -0.006 0.55
H -3.529 2.692 -1.709 0.001 0.000 0.002 0.45
H 0.395 3.050 -3.012 -0.021 -0.002 -0.004 -0.04
H -0.448 4.384 -2.263 -0.007 -0.006 0.001 0.32
H -1.113 3.224 -5.034 0.002 0.001 -0.001 0.28
H -0.274 4.748 -4.727 0.000 0.000 0.002 0.47
H -1.969 4.571 -4.271 0.002 0.001 -0.004 0.35
H -4.783 -0.300 -2.203 -0.001 0.000 -0.001 0.59
H -6.636 -1.884 -1.767 0.001 0.001 0.000 0.50
H -6.381 -3.630 -0.037 0.002 0.001 0.002 0.43
H -4.292 -3.779 1.274 0.001 0.001 -0.001 0.48
H -2.460 -2.185 0.855 -0.006 -0.013 0.006 -0.08
F -5.393 -4.094 -4.046 -0.015 -0.009 0.001 -0.36
C -4.223 -3.499 -3.879 0.020 0.007 -0.015 0.54
C -3.870 -2.428 -4.685 0.005 -0.019 0.001 0.35
F -4.705 -2.007 -5.627 -0.007 0.009 -0.007 -0.31
C -2.645 -1.809 -4.511 0.004 -0.006 0.020 0.54
F -2.331 -0.798 -5.319 -0.004 -0.009 -0.017 -0.41
C -1.773 -2.212 -3.512 -0.023 0.003 -0.057 0.03
Se -0.073 -1.428 -3.110 0.010 -0.017 0.070 0.12
C -2.154 -3.281 -2.714 0.003 -0.017 -0.005 0.27
F -1.340 -3.699 -1.734 -0.006 0.007 -0.012 -0.50
C -3.356 -3.939 -2.895 0.013 -0.011 0.010 0.27
F -3.686 -4.970 -2.125 0.003 0.011 0.000 -0.38
O 1.593 -0.032 -0.676 -0.101 0.033 -0.076 -0.91
C 1.403 1.079 -0.096 0.286 -0.054 0.083 0.18
O 0.763 1.083 1.010 -0.094 -0.020 -0.015 -0.18
C 1.911 2.334 -0.670 -0.071 0.039 -0.036 0.23
C 1.632 3.537 -0.034 0.010 -0.007 -0.006 -0.30
C 2.067 4.752 -0.566 0.000 -0.002 0.000 -1.45
C 2.783 4.689 -1.738 0.019 -0.006 0.009 1.18
O 3.301 5.715 -2.452 -0.021 0.010 -0.021 -0.51
C 4.041 5.127 -3.531 0.003 -0.004 0.017 -0.34
O 3.775 3.723 -3.512 -0.024 -0.002 -0.035 -0.52
C 3.069 3.483 -2.371 0.034 0.016 0.034 0.94
C 2.648 2.285 -1.869 0.018 -0.012 0.015 -1.07
H 1.076 3.515 0.894 0.003 0.001 -0.002 0.65
H 1.866 5.697 -0.081 0.003 -0.003 -0.001 0.45
H 5.106 5.302 -3.374 0.005 -0.005 0.010 0.29
H 3.698 5.549 -4.474 0.008 0.001 0.000 0.29
H 2.861 1.342 -2.353 0.005 0.004 0.002 0.57
```
Forces are in eV/Å.

Computed properties:
2S+1   1
LUMO   -2.70 eV
HOMO-LUMO gap   8.124 eV
ΔE to the lowest compared entry with this formula, charge and spin   0.130 eV
Largest force on an atom   0.30 eV/Å
Net charge   +1



2.
Entry from the Open Molecules 2025 dataset: a structure of composition C18H16F5IrN3O16P2 in a non-equilibrium geometry (ωB97M-V with the def2-TZVPD basis set).

XYZ file:
```
61
Properties=species:S:1:pos:R:3:forces:R:3:mulliken_charge:R:1
Ir 0.089 0.020 -0.212 -0.058 0.975 -1.803 3.41
N -1.591 0.921 0.629 0.298 -0.238 0.319 -0.61
C -1.755 2.375 0.433 0.082 -0.122 -0.031 -0.65
C -0.456 3.089 0.794 -0.106 -0.098 -0.095 -0.79
C 0.620 2.911 -0.279 0.037 -0.243 0.146 0.65
O 0.998 3.841 -0.959 -0.042 0.216 0.104 -0.70
O 1.144 1.715 -0.398 -0.089 -0.267 0.096 -0.95
H -2.395 0.404 0.275 0.046 0.036 -0.035 0.26
H -1.545 0.672 1.621 0.084 -0.039 -0.063 0.42
H -2.588 2.713 1.055 0.053 0.122 -0.006 0.47
H -2.018 2.555 -0.611 0.018 -0.014 -0.003 0.37
H -0.088 2.682 1.738 0.076 0.039 0.009 0.28
H -0.632 4.156 0.913 -0.011 0.002 -0.030 0.38
C -2.230 -4.592 1.883 -0.025 -0.013 -0.024 -1.90
C -1.212 -3.723 1.159 -0.031 -0.124 -0.015 1.31
O -0.311 -4.565 0.424 -0.004 0.030 -0.041 -0.63
P -2.000 -2.741 -0.150 0.116 -0.101 0.327 -0.11
O -3.337 -2.042 0.364 -0.037 0.046 -0.097 -0.50
O -2.590 -3.850 -1.145 -0.019 0.159 -0.166 -0.54
O -1.160 -1.759 -0.889 0.352 0.225 0.343 -0.37
P -0.341 -2.557 2.338 -0.141 0.083 -0.126 0.56
O 1.150 -2.775 1.820 0.093 -0.366 0.232 -0.86
O -0.592 -2.988 3.728 0.018 -0.061 -0.016 -0.80
O -0.811 -1.210 1.833 -0.374 0.010 0.610 -0.51
H -2.810 -5.199 1.183 0.004 -0.014 0.008 0.40
H -2.892 -3.985 2.502 -0.008 0.020 -0.011 0.43
H -1.687 -5.246 2.563 0.015 0.009 0.006 0.39
H 0.570 -4.174 0.565 0.007 0.012 0.013 0.47
H -3.937 -2.635 0.830 0.012 -0.038 0.056 0.33
H -1.871 -4.366 -1.533 0.038 -0.089 0.091 0.37
H 1.569 -1.867 1.649 -0.069 0.040 -0.170 0.43
O -0.150 0.391 -2.301 -0.403 -0.242 0.782 -0.96
C 0.889 -0.306 -2.480 0.326 -0.005 -0.717 0.68
O 1.491 -0.805 -1.500 0.282 -0.158 0.143 -1.01
C 1.411 -0.543 -3.856 -0.059 0.039 0.012 0.15
C 2.540 -1.334 -4.029 -0.064 0.051 -0.047 -0.65
C 3.002 -1.536 -5.316 0.022 -0.053 -0.015 -0.08
C 2.398 -0.987 -6.432 -0.051 0.037 0.182 -0.40
C 1.276 -0.213 -6.207 -0.009 0.019 -0.086 -0.26
C 0.765 0.025 -4.945 0.055 -0.046 0.042 -0.47
N 0.595 0.379 -7.376 -0.021 0.013 0.010 1.07
O 1.090 0.188 -8.468 0.005 -0.005 -0.015 -0.63
O -0.417 1.014 -7.172 0.001 0.004 -0.002 -0.62
N 4.195 -2.384 -5.521 0.049 0.086 -0.005 1.07
O 4.652 -2.439 -6.646 -0.015 -0.039 -0.022 -0.63
O 4.643 -2.961 -4.557 0.000 -0.035 0.023 -0.61
H 3.036 -1.772 -3.175 0.014 -0.013 -0.011 0.78
H 2.783 -1.155 -7.425 0.000 -0.004 -0.002 0.61
H -0.112 0.638 -4.800 -0.006 0.006 -0.028 0.69
F 6.699 1.687 0.250 -0.014 -0.003 0.008 -0.34
C 5.487 1.177 0.529 -0.036 -0.035 0.000 0.57
C 5.169 -0.117 0.161 0.002 0.036 0.013 0.13
F 6.081 -0.869 -0.477 -0.003 0.014 0.007 -0.33
C 3.922 -0.640 0.449 0.038 0.079 0.038 -0.10
F 3.670 -1.912 0.098 -0.038 0.055 -0.019 -0.42
C 2.930 0.103 1.108 0.206 0.221 -0.064 0.98
O 1.750 -0.385 1.379 -0.681 -0.056 0.243 -0.98
C 3.301 1.405 1.486 0.080 -0.100 -0.044 0.25
F 2.425 2.170 2.155 -0.026 -0.016 -0.023 -0.41
C 4.542 1.935 1.201 0.002 -0.036 -0.021 0.24
F 4.844 3.186 1.577 0.010 -0.008 -0.008 -0.32
```
Forces are in eV/Å.

Computed properties:
2S+1   1
LUMO   0.69 eV
HOMO-LUMO gap   6.048 eV
ΔE to the lowest compared entry with this formula, charge and spin   2.578 eV
Largest force on an atom   2.05 eV/Å
Net charge   -1



3.
Entry from the Open Molecules 2025 dataset: a structure of composition C21H23BeN5 (ωB97M-V with the def2-TZVPD basis set).

XYZ file:
```
50
Properties=species:S:1:pos:R:3:forces:R:3:mulliken_charge:R:1
Be 0.344 0.037 -0.031 0.026 -0.061 -0.122 -0.16
C -0.809 -2.301 -0.848 0.004 -0.014 -0.024 -1.17
C -1.280 -1.647 -2.134 -0.004 0.033 0.008 -0.83
C -0.289 -0.696 -2.748 -0.009 -0.023 -0.010 0.83
C -0.255 -0.525 -4.127 0.017 0.004 -0.005 -0.96
C 0.639 0.368 -4.685 -0.006 -0.006 0.016 -0.38
C 1.492 1.070 -3.844 -0.001 -0.004 -0.009 -1.03
C 1.409 0.839 -2.490 0.007 0.002 -0.006 -0.01
N 0.539 -0.024 -1.937 -0.014 0.014 0.032 0.44
N -0.707 -1.355 0.294 0.015 -0.004 0.026 0.11
C -0.191 -2.083 1.482 0.014 -0.001 0.015 -1.03
C 0.125 -1.078 2.558 0.002 0.016 0.002 0.75
C 0.171 -1.381 3.907 0.000 -0.007 0.015 -1.05
C 0.481 -0.364 4.797 0.000 -0.006 -0.013 -0.32
C 0.720 0.914 4.311 0.003 0.006 0.001 -0.91
C 0.643 1.127 2.947 0.000 -0.004 0.012 -0.17
N 0.356 0.148 2.086 -0.025 0.008 0.049 0.25
C -2.035 -0.749 0.619 -0.019 0.008 0.005 -1.53
C -2.093 0.695 0.192 0.001 0.012 0.000 0.97
C -3.275 1.412 0.139 -0.011 0.001 -0.004 -1.13
C -3.225 2.752 -0.210 0.009 -0.004 0.001 -0.34
C -1.999 3.333 -0.505 -0.008 0.001 -0.003 -0.96
C -0.867 2.549 -0.447 0.014 -0.002 -0.004 0.06
N -0.912 1.257 -0.099 -0.020 0.018 0.037 0.25
H 0.180 -2.736 -0.998 -0.002 -0.005 0.010 0.50
H -1.491 -3.111 -0.574 -0.001 0.000 0.004 0.48
H -2.232 -1.128 -1.986 0.002 -0.002 0.004 0.29
H -1.494 -2.440 -2.851 0.002 0.000 -0.002 0.63
H -0.929 -1.097 -4.750 0.001 -0.001 0.001 0.49
H 0.675 0.512 -5.757 0.001 0.002 -0.001 0.44
H 2.212 1.778 -4.230 -0.001 0.001 -0.002 0.44
H 2.064 1.364 -1.807 -0.002 0.001 0.003 0.54
H 0.712 -2.620 1.185 -0.004 0.000 -0.009 0.44
H -0.917 -2.825 1.824 -0.006 0.000 -0.007 0.52
H -0.038 -2.384 4.254 0.002 -0.001 -0.002 0.53
H 0.526 -0.564 5.860 -0.001 0.001 0.001 0.45
H 0.953 1.733 4.977 -0.003 0.001 -0.001 0.45
H 0.811 2.111 2.523 0.000 0.001 0.002 0.51
H -2.194 -0.794 1.697 0.008 -0.005 0.000 0.60
H -2.839 -1.327 0.160 0.004 -0.002 -0.004 0.63
H -4.215 0.931 0.370 0.002 -0.004 -0.001 0.53
H -4.134 3.338 -0.254 0.000 0.001 -0.001 0.46
H -1.922 4.374 -0.783 0.003 0.001 0.002 0.47
H 0.109 2.952 -0.686 -0.001 0.002 0.000 0.50
C 4.683 -0.449 0.489 0.041 -0.008 0.009 -1.33
C 3.252 -0.287 0.319 -0.049 -0.024 0.026 1.37
N 2.123 -0.158 0.186 0.012 0.056 -0.054 -0.60
H 4.878 -1.345 1.078 -0.002 0.001 0.002 0.34
H 5.085 0.419 1.010 0.001 -0.002 0.000 0.32
H 5.160 -0.545 -0.485 -0.003 0.001 0.000 0.35
```
Forces are in eV/Å.

Computed properties:
2S+1   1
LUMO   -5.43 eV
HOMO-LUMO gap   10.119 eV
ΔE to the lowest compared entry with this formula, charge and spin   0.112 eV
Largest force on an atom   0.14 eV/Å
Net charge   +2



4.
Entry from the Open Molecules 2025 dataset: an isolated molecule of C5H8O2 in a non-equilibrium geometry (ωB97M-V with the def2-TZVPD basis set).

XYZ file:
```
15
Properties=species:S:1:pos:R:3:forces:R:3:mulliken_charge:R:1
C -1.925 0.022 0.880 0.686 0.288 1.819 -0.27
C -0.889 0.033 0.078 -2.561 -0.786 -2.550 -0.01
C 1.058 -0.766 -1.135 0.702 1.237 2.825 -1.38
C 1.117 0.626 0.902 1.926 1.784 -0.798 -1.36
C 0.396 0.430 -0.422 -1.873 -0.924 -1.850 0.78
O -3.035 -0.257 0.311 -1.813 -0.416 0.172 -0.21
O -2.553 -0.390 -1.017 2.684 0.513 0.073 -0.45
H -1.901 0.138 1.943 -0.071 0.210 0.605 0.37
H 0.657 -1.069 -2.000 -2.406 -0.833 -3.201 0.46
H 0.985 -1.633 -0.455 0.897 0.411 -0.267 0.33
H 1.994 -0.385 -1.478 1.429 -0.420 0.469 0.37
H 1.321 -0.315 1.380 -0.047 -0.529 -0.004 0.34
H 0.523 1.226 1.585 0.410 0.478 0.112 0.42
H 2.133 1.072 0.617 -1.369 -0.242 0.922 0.34
H 0.120 1.268 -1.186 1.409 -0.770 1.674 0.27
```
Forces are in eV/Å.

Computed properties:
2S+1   1
LUMO (spin up / spin down)   0.20 / 0.20 eV
HOMO-LUMO gap (spin up / spin down)   9.102 / 9.101 eV
ΔE to the lowest compared entry with this formula, charge and spin   7.344 eV
Largest force on an atom   4.09 eV/Å